[1]
91
Properties=species:S:1:pos:R:3 method="wB97M-V/def2-TZVPD" e_above_lowest_kj_mol=33.05 gap_ev=7.288 lumo_ev=2.33 energy_ha=-3566.20450 charge=-1 multiplicity=1
Ca 0.37 0.30 0.48
S 1.31 -1.05 -1.64
P -1.31 1.56 -2.17
Si -1.04 -1.51 3.44
O 1.87 0.21 -1.02
O 0.12 -1.41 -0.74
O 2.29 -2.13 -1.55
O 0.86 -0.81 -3.00
N 0.04 2.10 2.23
N -0.71 -0.07 2.58
N 3.65 -2.51 1.37
N 2.32 -0.78 1.62
N 5.63 -8.80 -0.19
C 3.63 -0.40 1.91
C -2.30 3.38 -0.29
C -3.41 1.17 -0.48
C 0.36 -2.05 4.54
C -3.48 -1.34 -5.04
C -0.09 2.72 4.91
C 4.86 -6.38 0.40
C -2.22 -0.87 -3.05
C -3.91 2.92 -2.15
C 4.46 -1.46 1.77
C 3.86 -5.76 -0.34
C -0.40 1.45 4.51
C 0.77 4.32 1.61
C -1.22 4.06 -3.68
C -2.17 0.49 -3.37
C 2.39 -2.04 1.31
C -2.56 -1.40 4.52
C -3.42 0.01 -5.39
C 0.66 3.42 -2.19
C 4.06 -3.83 1.04
C 5.47 -5.72 1.46
C -2.76 0.91 -4.56
C 3.46 -4.47 -0.03
C 0.31 2.18 -4.31
C -0.37 1.12 3.12
C 0.28 3.70 3.99
C 0.35 3.33 2.66
C -2.80 2.33 -1.29
C 5.28 -7.74 0.07
C -0.42 2.88 -3.15
C -2.88 -1.77 -3.87
C -1.37 -2.86 2.19
C 5.07 -4.44 1.78
H -2.76 -2.39 4.94
H -3.90 0.43 -1.12
H 0.75 -1.20 5.11
H -1.52 3.00 0.37
H -0.14 2.96 5.97
H 0.22 3.96 -1.35
H -4.18 1.58 0.19
H -2.69 0.64 0.14
H -3.13 3.70 0.34
H 1.20 3.80 0.75
H 0.79 1.25 -4.00
H -0.93 -3.81 2.51
H -1.70 -1.22 -2.16
H -3.98 -2.04 -5.70
H -4.76 3.17 -1.49
H -1.90 4.27 -0.78
H 0.03 -2.82 5.24
H -0.69 0.69 5.23
H 2.74 -3.93 -0.64
H 3.88 0.61 2.18
H -2.03 3.78 -4.36
H -2.90 -2.82 -3.60
H 6.24 -6.21 2.03
H -0.53 4.71 -4.24
H -0.96 -2.62 1.20
H -2.45 -0.70 5.35
H -3.62 3.84 -2.67
H -0.09 4.89 1.25
H 1.50 5.02 1.99
H -1.65 4.67 -2.88
H -4.28 2.21 -2.89
H -0.36 1.96 -5.14
H 1.30 4.11 -2.73
H -2.45 -3.02 2.07
H -3.44 -1.09 3.94
H 5.53 -1.55 1.85
H -2.74 1.96 -4.84
H 1.55 -2.66 1.02
H 1.29 2.61 -1.79
H -3.87 0.36 -6.31
H 1.08 2.87 -4.68
H 5.51 -3.92 2.62
H 3.41 -6.28 -1.18
H 1.20 -2.45 3.96
H 0.53 4.71 4.29

[2]
93
Properties=species:S:1:pos:R:3 method="wB97M-V/def2-TZVPD" e_above_lowest_kj_mol=168.45 gap_ev="4.785 / 4.539" lumo_ev="1.32 / 1.08" energy_ha=-5080.35307 charge=-1 multiplicity=2
Sb -3.93 -2.91 2.26
Cr -1.01 -0.13 -0.20
S 2.55 -0.34 1.83
S -0.77 -1.24 1.79
S -3.41 -4.54 0.69
S -2.66 -3.56 4.08
S -2.64 -0.54 1.46
O 4.53 -3.28 -1.38
O -1.89 1.24 -1.32
O -2.33 3.38 -1.78
O -0.54 1.83 0.80
N 2.05 -2.93 1.99
N 0.63 0.01 -1.25
N 3.23 -2.22 0.10
N -1.31 -1.62 -1.41
C 2.74 0.93 -1.91
C 1.81 -0.84 -3.16
C 5.30 -0.35 -2.96
C 4.01 -0.95 -5.01
C -0.63 -2.62 -3.47
C -0.68 4.21 0.35
C -1.93 2.49 -1.04
C -2.37 -2.44 -1.41
C -1.43 2.89 0.38
C 4.11 0.05 -3.85
C 0.60 -5.90 0.03
C 5.23 -3.21 2.10
C -2.04 -4.41 -4.63
C 5.95 -3.89 3.07
C 1.64 0.88 -1.09
C 0.69 -4.46 0.51
C 4.94 -3.83 0.89
C 2.87 0.05 -2.99
C 0.72 -0.83 -2.31
C 1.84 -4.30 1.50
C -2.65 2.99 1.30
C -0.43 -1.73 -2.42
C 4.35 1.45 -4.43
C 2.58 -1.92 1.31
C 4.22 -3.12 -0.22
C -1.73 -3.47 -3.48
C 6.39 -5.18 2.83
C -0.96 -4.39 -5.71
C -2.60 -3.38 -2.39
C 6.13 -5.79 1.61
C -3.38 -3.97 -5.25
C -2.17 -5.84 -4.09
C 5.41 -5.11 0.64
H 4.48 2.19 -3.63
H 5.21 -5.56 -0.32
H 0.00 -4.73 -5.32
H 1.51 -6.20 -0.50
H 6.94 -5.71 3.60
H -3.58 -4.56 -6.15
H 1.64 -4.92 2.38
H 3.03 -1.56 -0.64
H -2.91 -5.91 -3.29
H 5.44 0.37 -2.15
H 1.82 -1.54 -3.98
H -1.25 -5.06 -6.52
H -3.19 2.05 1.34
H 3.17 -0.71 -5.66
H 0.08 -2.63 -4.28
H 3.50 1.77 -5.04
H -3.06 -2.34 -0.59
H 2.76 -4.65 1.04
H 0.85 -3.79 -0.35
H 3.89 -1.97 -4.63
H 1.46 -2.64 2.76
H -0.84 -3.39 -6.14
H -1.32 4.96 -0.11
H 3.50 1.68 -1.71
H -0.27 -6.03 -0.62
H -3.45 -4.03 -2.28
H 0.23 4.12 -0.25
H 1.54 1.57 -0.26
H -0.42 4.53 1.36
H 0.46 -6.57 0.89
H -0.35 1.93 1.74
H -2.33 3.25 2.31
H 6.17 -3.40 4.01
H 6.22 -0.38 -3.55
H 6.48 -6.79 1.42
H 5.14 -1.33 -2.53
H -3.34 -2.91 -5.53
H 4.92 -0.92 -5.60
H 4.91 -2.19 2.29
H -3.32 3.76 0.93
H 5.24 1.46 -5.05
H -4.20 -4.11 -4.56
H -0.25 -4.18 0.98
H -2.47 -6.52 -4.89
H -1.22 -6.19 -3.69

[3]
112
Properties=species:S:1:pos:R:3 method="wB97M-V/def2-TZVPD" gap_ev=8.018 lumo_ev=-3.78 energy_ha=-4203.06838 charge=+1 multiplicity=1
P -0.29 -2.10 -4.21
F 2.82 1.91 7.09
F 3.13 -2.61 1.38
F -3.03 2.51 -0.58
F -0.43 -0.27 2.39
F 1.71 4.65 -7.91
F -3.26 -1.83 2.35
F -7.55 -2.14 -0.52
F 4.36 6.39 -0.01
O -8.96 -0.51 0.14
O -2.52 3.66 2.61
O 5.73 -0.92 4.54
O -0.33 4.20 2.49
O -0.14 -2.36 1.84
O -3.99 -0.72 0.57
O -0.32 0.89 -6.78
O 0.21 5.30 -1.10
O -1.35 3.20 0.74
O 4.54 2.67 8.33
O 1.29 2.05 -5.72
O -8.14 -0.15 2.21
O 6.05 1.05 7.90
O 2.39 5.86 -0.96
O 1.02 6.21 0.79
O 3.56 -1.52 4.61
O 0.37 2.87 -7.60
O 4.77 -1.90 2.75
O 6.51 2.63 9.44
O -10.04 0.87 1.56
N -1.27 -1.28 -5.11
N -1.74 -1.15 0.63
N -1.56 -1.93 -0.50
N 3.03 1.21 -0.93
N -0.92 -2.30 -2.55
C 4.87 0.74 7.16
C 2.35 6.53 1.22
C -1.31 3.74 2.00
C 0.38 1.84 -6.71
C -0.98 -1.32 -1.60
C 2.67 -2.01 3.61
C 0.85 -5.34 -1.60
C 1.09 2.07 -2.29
C 2.02 3.23 -6.06
C 3.05 6.75 -0.09
C -7.62 -0.96 0.15
C -0.73 -1.37 1.64
C -1.57 -5.08 1.26
C 1.82 -4.90 -2.78
C -1.89 -3.30 -0.67
C 1.93 2.21 -0.94
C 4.17 2.07 7.11
C 5.77 2.16 8.64
C -0.52 -5.92 -2.08
C -9.14 0.14 1.33
C -1.43 -3.52 -2.01
C 1.12 5.75 -0.48
C 3.60 -2.69 2.65
C -2.54 2.45 0.68
C -1.49 -4.87 -2.77
C 0.60 0.59 -2.50
C -7.34 -1.15 1.61
C -0.60 0.18 -1.58
C 1.06 3.94 -6.97
C 4.78 -1.40 4.02
C -3.44 3.16 1.65
C -2.56 -4.30 0.29
C -3.09 -1.18 1.15
H -6.29 -1.01 1.85
H 1.82 2.27 -3.12
H -6.98 -0.22 -0.33
H 5.12 0.36 6.17
H -4.17 2.50 2.11
H -1.91 -4.87 2.31
H -7.65 -2.14 1.97
H -1.35 -4.77 -3.87
H -2.33 1.41 0.95
H 1.63 -3.86 -3.14
H -0.31 -6.72 -2.83
H 1.39 -6.19 -1.08
H 2.39 3.23 -0.97
H 2.98 7.77 -0.47
H 4.47 2.70 6.27
H 2.95 2.95 -6.57
H 2.76 5.69 1.78
H 4.29 -0.02 7.70
H 0.28 2.83 -2.39
H -3.40 -3.87 0.89
H -2.54 -5.26 -2.62
H 0.77 -4.52 -0.84
H -0.50 -4.81 1.10
H -1.52 0.80 -1.73
H -1.68 -6.18 1.11
H 2.35 7.42 1.85
H 2.80 0.43 -0.31
H -3.97 4.00 1.19
H 3.83 -3.73 2.90
H -3.04 -5.08 -0.37
H 1.22 2.06 -0.09
H -0.77 -0.44 -5.44
H 0.22 0.54 -3.56
H 1.85 -5.66 -3.60
H -0.27 0.40 -0.52
H 1.94 -2.70 4.05
H -1.06 -6.30 -1.17
H 3.25 0.88 -1.86
H 0.34 4.58 -6.46
H 1.44 -0.16 -2.48
H 2.26 3.82 -5.18
H -0.08 -3.38 -4.76
H 2.13 -1.18 3.16
H 2.85 -4.89 -2.33
H 0.97 -1.43 -4.17